The following is a quantum chemistry calculation of a 10-piece molecular cluster, C28H83N7O10 overall, from OMol25.

Cartesian coordinates (Å):
O: 16.04327 13.62625 -24.00251
H: 16.48259 13.04859 -24.62665
H: 15.29069 13.97092 -24.48319
O: 14.38621 12.91182 -21.57830
H: 14.99951 12.82289 -22.30782
H: 14.67392 13.69999 -21.11761
O: 14.49943 15.22076 -20.34122
H: 14.30329 14.89297 -19.46354
H: 14.08038 16.08067 -20.37544
C: 11.93300 9.23959 -17.11533
C: 12.35721 7.96879 -17.83106
C: 13.56885 8.17885 -18.75581
O: 13.17587 9.02748 -19.86980
C: 14.14536 9.11548 -20.90414
N: 12.67681 6.98371 -16.76476
H: 11.32731 9.16476 -16.21220
H: 11.36761 9.76562 -17.88456
H: 12.79038 9.88821 -16.93561
H: 11.49738 7.64506 -18.41758
H: 14.02276 7.24867 -19.09761
H: 14.38003 8.70152 -18.24895
H: 15.20343 9.22043 -20.66417
H: 14.04203 10.01974 -21.50393
H: 14.17278 8.36170 -21.69101
H: 11.87669 6.62319 -16.26483
H: 13.18464 6.24514 -17.23030
C: 19.55492 10.20480 -17.01571
C: 18.00351 10.06557 -16.80746
C: 17.07714 10.45765 -18.01522
O: 17.15826 11.83780 -18.38983
C: 15.99840 12.21808 -19.17306
N: 17.69318 8.75111 -16.26865
H: 20.04294 9.98461 -16.06626
H: 19.85016 11.21279 -17.30707
H: 19.81537 9.41619 -17.72166
H: 17.80553 10.78951 -16.01701
H: 16.07127 10.27314 -17.63802
H: 17.19059 9.71012 -18.80035
H: 15.03471 12.12114 -18.67306
H: 16.00650 11.68087 -20.12145
H: 16.07262 13.26191 -19.47802
H: 16.79719 8.65532 -15.81245
H: 18.30551 8.72748 -15.46578
C: 14.16077 17.29313 -22.80220
C: 13.46785 18.05643 -21.63867
C: 12.01916 17.55980 -21.34135
O: 11.23493 18.07089 -22.46112
C: 9.90182 17.65432 -22.57302
N: 14.31594 17.99238 -20.45810
H: 14.22355 16.21583 -22.64863
H: 15.18154 17.67131 -22.85783
H: 13.54711 17.38556 -23.69830
H: 13.32489 19.10222 -21.91069
H: 11.66262 18.15127 -20.49806
H: 11.85150 16.50968 -21.10209
H: 9.84538 16.57542 -22.42848
H: 9.54102 17.86224 -23.58034
H: 9.24328 18.18445 -21.88498
H: 14.16536 18.90199 -20.04575
H: 15.25375 17.94163 -20.82964
C: 11.11171 13.71646 -20.39659
C: 11.23996 12.24555 -20.04822
C: 11.01832 11.47366 -21.36553
O: 9.59847 11.29935 -21.56636
C: 9.27897 10.22841 -22.40416
N: 12.57895 11.94467 -19.49702
H: 11.92282 14.16701 -20.96861
H: 11.18441 14.21355 -19.42927
H: 10.09480 13.95760 -20.70619
H: 10.45456 12.00399 -19.33205
H: 11.43104 10.47448 -21.22622
H: 11.49231 11.86146 -22.26721
H: 8.21763 10.08666 -22.60804
H: 9.48440 9.41805 -21.70472
H: 9.86474 10.22321 -23.32337
H: 12.73198 10.95115 -19.59508
H: 13.25742 12.19288 -20.20283
C: 13.24466 9.90242 -24.64734
C: 14.55915 10.43122 -25.22426
C: 15.42736 9.27584 -25.79215
O: 16.54002 9.91538 -26.36955
C: 17.43986 9.07890 -27.03990
N: 14.21970 11.47042 -26.21434
H: 12.67380 10.75074 -24.26975
H: 13.51430 9.22035 -23.84100
H: 12.76018 9.29382 -25.41088
H: 15.22323 10.80539 -24.44510
H: 14.81448 8.75070 -26.52476
H: 15.65988 8.53043 -25.03162
H: 18.33177 9.49665 -27.50689
H: 16.88364 8.60139 -27.84656
H: 17.77922 8.30489 -26.35154
H: 15.02474 11.71674 -26.77233
H: 14.03972 12.37473 -25.80212
C: 11.80621 14.25007 -24.01053
C: 10.97923 13.67131 -25.16427
C: 9.53902 14.16657 -25.27489
O: 8.98704 13.65894 -26.51139
C: 8.57051 12.26963 -26.42760
N: 11.62348 13.90708 -26.42413
H: 11.35156 14.11791 -23.02873
H: 11.91958 15.33409 -23.99811
H: 12.79512 13.80067 -23.91998
H: 10.83568 12.59152 -25.12514
H: 9.52523 15.25367 -25.35325
H: 8.89136 13.98400 -24.41739
H: 9.42371 11.65427 -26.14218
H: 8.26063 11.81334 -27.36775
H: 7.76731 12.18056 -25.69615
H: 11.69143 14.90995 -26.52286
H: 10.86986 13.80340 -27.08850
C: 19.13726 14.81717 -22.47955
C: 17.99810 14.67712 -21.46968
C: 18.48193 15.32195 -20.12553
O: 19.74405 14.84227 -19.61251
C: 19.68280 13.54619 -19.08050
N: 16.83950 15.41788 -22.07424
H: 20.04956 14.32494 -22.14262
H: 19.51280 15.83304 -22.60230
H: 18.82930 14.41447 -23.44448
H: 17.74330 13.63582 -21.27255
H: 17.77951 15.17092 -19.30584
H: 18.65981 16.39187 -20.23377
H: 20.67483 13.18680 -18.80701
H: 19.24979 12.77484 -19.71739
H: 19.15371 13.48533 -18.12947
H: 16.01516 15.26043 -21.51229
H: 16.74796 14.88651 -22.92827

Structure (SMILES): COC[C@H](C)N.COC[C@H](C)N.COC[C@H](C)N.COC[C@H](C)N.COC[C@H](C)N.COC[C@H](C)N.COC[C@H](C)N.O.O.O
LUMO in eV: 0.405
Relative energy (zero: lowest compared OMol25 entry of this formula, charge and spin) in kcal per mole: 59.6

=====

The following is a quantum chemistry calculation of a 2-piece molecular cluster, C4H11NO2 overall, from OMol25.

Cartesian coordinates (Å):
C: -0.75781 3.30290 0.83541
C: -0.31049 1.88501 0.65867
O: -0.19494 1.05970 1.52638
O: 0.00835 1.64232 -0.62218
H: -1.38594 3.44024 1.69793
H: -1.12741 3.64873 -0.13562
H: 0.10435 3.97671 0.85639
C: 0.15589 -2.53272 -0.72579
C: 1.35953 -1.65872 -0.41075
N: -1.16101 -2.07908 -0.18230
H: -0.06531 -2.78594 -1.76147
H: 0.28896 -3.50481 -0.24675
H: 1.07533 -0.80154 0.20827
H: 1.80550 -1.27330 -1.33001
H: -1.01142 -1.84477 0.79826
H: -1.35694 -1.17518 -0.61077
H: 0.49336 0.85129 -0.79648
H: 2.07999 -2.15084 0.24081

Structure (SMILES): CC(=O)O.CCN
LUMO in eV: 0.733
Relative energy (zero: lowest compared OMol25 entry of this formula, charge and spin) in kcal per mole: 19.9